No. 1
{"formula": "C41H56BCuN8O2", "method": "ωB97M-V with the def2-TZVPD basis set", "lumo_ev": [2.7, 2.4], "charge": -1, "e_tot_ev": -104763.16710, "multiplicity": 2, "largest_force_ev_per_a": 0.90, "homo_lumo_gap_ev": [7.166, 6.864], "homo_ev": [-4.5, -4.5], "elements": ["Cu", "O", "O", "N", "N", "N", "N", "N", "N", "N", "N", "C", "C", "C", "C", "C", "C", "C", "C", "C", "C", "C", "C", "C", "C", "C", "C", "C", "C", "C", "C", "C", "C", "C", "C", "C", "C", "C", "C", "C", "C", "C", "C", "C", "C", "C", "C", "C", "C", "C", "C", "C", "B", "H", "H", "H", "H", "H", "H", "H", "H", "H", "H", "H", "H", "H", "H", "H", "H", "H", "H", "H", "H", "H", "H", "H", "H", "H", "H", "H", "H", "H", "H", "H", "H", "H", "H", "H", "H", "H", "H", "H", "H", "H", "H", "H", "H", "H", "H", "H", "H", "H", "H", "H", "H", "H", "H", "H", "H"], "positions_angstrom": [[-1.284, 0.302, -0.745], [-1.932, 0.251, 2.021], [-2.198, 1.051, -2.237], [0.861, -1.049, 0.722], [-0.112, -1.238, -0.210], [2.222, 0.573, -0.707], [1.506, 0.422, -1.859], [-3.056, -0.681, -0.175], [0.533, 1.559, 0.976], [-3.066, -1.441, 0.949], [-0.208, 1.956, -0.098], [-1.411, -1.427, 4.193], [-0.807, 3.869, -2.307], [-2.393, -0.906, 1.964], [-2.674, -3.155, 3.114], [2.309, 0.695, -2.870], [0.539, 0.101, -4.604], [-4.098, -0.751, -0.918], [-5.900, 0.424, -3.961], [4.546, 2.148, 1.013], [3.497, 0.957, -1.019], [1.736, 1.465, 3.933], [-2.181, -1.853, 3.116], [-1.357, -3.130, -1.272], [3.580, 1.053, -2.388], [2.782, -1.766, 3.337], [-1.123, -2.286, 5.245], [-0.409, -2.531, -0.268], [-3.768, 1.541, -3.895], [2.115, 2.030, -4.962], [-1.614, -3.584, 5.234], [0.526, 2.549, 1.904], [1.945, 0.640, -4.331], [-3.383, 0.840, -2.728], [-0.498, 2.504, 4.129], [-2.397, -4.013, 4.168], [2.142, -2.730, 2.349], [-1.326, 4.083, -0.882], [-0.140, 3.629, 1.351], [5.245, -0.194, 0.338], [-4.325, -0.058, -2.168], [-0.597, 3.212, 0.104], [0.847, 2.561, 3.382], [-5.559, -0.245, -2.805], [-1.029, -4.610, -1.482], [-1.297, -2.385, -2.609], [4.703, 1.155, -0.140], [0.375, -3.204, 0.661], [1.157, -2.245, 1.294], [-4.988, 1.334, -4.499], [3.228, -3.580, 1.664], [-2.847, 3.907, -0.792], [1.544, 0.365, 0.718], [1.994, 1.969, -6.047], [2.393, 0.400, 1.543], [1.247, 0.511, 3.765], [1.309, 3.531, 3.586], [-1.060, 2.866, -2.642], [-1.255, 4.598, -2.989], [2.675, -0.025, -4.806], [5.567, -0.798, -0.512], [-6.264, -0.940, -2.359], [3.441, -1.047, 2.864], [3.809, -2.980, 0.962], [-1.381, -4.261, 6.048], [-3.116, 2.869, -0.977], [0.530, -0.988, -4.669], [0.158, 0.495, -5.549], [4.468, -0.740, 0.861], [5.452, 1.578, -0.813], [-6.857, 0.253, -4.438], [1.543, -3.413, 2.959], [1.358, 2.711, -4.567], [-2.373, -3.059, -0.872], [2.027, -1.226, 3.894], [4.455, 1.321, -2.961], [-0.308, 4.588, 1.818], [-4.924, -1.359, -0.545], [2.786, -4.407, 1.109], [3.909, -3.993, 2.413], [-1.011, 1.573, 3.877], [-1.031, -0.414, 4.180], [-1.657, -5.024, -2.274], [-1.617, -1.349, -2.505], [6.098, -0.059, 1.010], [-1.942, -2.870, -3.344], [1.863, 1.606, 5.009], [-3.270, -3.480, 2.272], [-0.512, -1.946, 6.074], [-3.216, 4.189, 0.196], [-1.097, 5.111, -0.587], [3.371, -2.342, 4.055], [3.100, 2.448, -4.750], [-0.343, 2.556, 5.211], [-5.240, 1.885, -5.398], [5.533, 2.439, 1.380], [0.279, 3.982, -2.336], [-0.145, 0.392, -3.809], [-3.345, 4.529, -1.540], [3.995, 1.710, 1.838], [-3.053, 2.245, -4.307], [4.017, 3.046, 0.688], [2.718, 1.450, 3.471], [-1.149, 3.325, 3.830], [-0.271, -2.378, -2.986], [-1.199, -5.193, -0.575], [0.349, -4.251, 0.911], [0.017, -4.726, -1.778], [-2.787, -5.025, 4.162]]}

No. 2
{"formula": "C41H56BMnN8O2", "method": "ωB97M-V with the def2-TZVPD basis set", "lumo_ev": [-4.8, -3.8], "charge": 1, "e_tot_ev": -91433.82278, "multiplicity": 2, "largest_force_ev_per_a": 0.78, "homo_lumo_gap_ev": [5.917, 6.833], "homo_ev": [-10.7, -10.6], "elements": ["Mn", "O", "O", "N", "N", "N", "N", "N", "N", "N", "N", "C", "C", "C", "C", "C", "C", "C", "C", "C", "C", "C", "C", "C", "C", "C", "C", "C", "C", "C", "C", "C", "C", "C", "C", "C", "C", "C", "C", "C", "C", "C", "C", "C", "C", "C", "C", "C", "C", "C", "C", "C", "B", "H", "H", "H", "H", "H", "H", "H", "H", "H", "H", "H", "H", "H", "H", "H", "H", "H", "H", "H", "H", "H", "H", "H", "H", "H", "H", "H", "H", "H", "H", "H", "H", "H", "H", "H", "H", "H", "H", "H", "H", "H", "H", "H", "H", "H", "H", "H", "H", "H", "H", "H", "H", "H", "H", "H", "H"], "positions_angstrom": [[-0.661, 0.132, 0.294], [0.489, -1.107, 1.092], [-1.825, 1.562, -0.060], [-0.164, 0.594, -1.633], [-2.312, -1.690, -1.052], [1.372, -2.146, -1.809], [-0.577, 0.806, 2.127], [0.103, -2.672, -1.780], [-2.233, -1.009, 0.136], [-0.630, -0.342, -2.509], [0.223, 0.078, 3.009], [3.216, -3.804, 4.252], [-4.261, -1.841, -0.039], [-1.185, -5.895, -2.847], [-2.007, 2.735, 2.016], [0.736, -0.919, 2.370], [2.188, -3.172, -1.865], [4.431, -4.185, -1.399], [-3.664, -0.532, 2.127], [1.604, -1.910, 3.027], [-0.931, -0.636, -5.004], [-3.206, 3.442, 0.024], [-4.276, -1.349, -3.421], [-1.170, -5.538, -0.345], [4.069, -1.711, -1.100], [2.062, -3.007, 2.301], [-3.396, -1.121, 0.779], [0.219, 1.662, -2.322], [1.956, -1.762, 4.368], [3.677, -2.955, -1.896], [-4.293, -2.554, -2.473], [0.140, -4.037, -1.830], [2.867, -3.951, 2.918], [-1.142, 1.841, 2.681], [0.002, 1.398, -3.680], [-1.093, -4.870, -1.720], [-3.950, -3.844, -3.216], [2.044, 3.317, -2.567], [1.323, 2.626, -0.271], [-3.739, 4.483, 0.742], [2.762, -2.708, 4.976], [-0.130, -0.145, -6.210], [-3.125, -1.461, 3.220], [-5.151, -0.251, 2.323], [0.861, 2.869, -1.704], [-2.571, 3.822, 2.721], [-2.323, 2.534, 0.646], [1.459, -4.394, -1.893], [-0.527, 0.122, -3.770], [-3.428, 4.684, 2.097], [-0.799, -2.150, -4.861], [-3.576, -2.148, -1.204], [-0.893, -1.596, -1.698], [-1.281, -2.539, -3.962], [2.785, 2.519, -2.643], [-4.786, -4.075, -3.877], [-3.251, -1.069, -3.664], [3.951, -2.791, -2.944], [-0.320, -6.207, -0.199], [0.941, -0.250, -6.031], [3.942, -1.885, -0.028], [1.789, -3.111, 1.258], [0.250, -2.453, -4.827], [5.506, -4.007, -1.430], [-5.726, -1.178, 2.356], [-3.446, 3.293, -1.020], [-0.337, -1.132, -0.577], [-5.299, -2.052, 0.149], [-3.863, 5.513, 2.637], [-0.387, -0.731, -7.092], [-2.160, -6.384, -2.839], [0.118, 3.674, -1.702], [1.863, 3.498, 0.097], [-3.258, -1.004, 4.202], [-4.762, -0.482, -2.974], [-3.133, 0.416, 2.175], [5.116, -1.462, -1.280], [3.224, -4.805, 2.356], [-0.913, 2.003, 3.731], [4.160, -4.412, -0.365], [0.229, 2.052, -4.503], [-1.038, -5.433, -3.825], [-5.308, 0.263, 3.271], [-1.275, -2.642, -5.709], [-1.161, -4.797, 0.456], [-1.984, -0.402, -5.195], [-4.416, 5.170, 0.249], [3.454, -0.856, -1.377], [-2.083, -6.130, -0.257], [-3.063, -3.748, -3.844], [-3.666, -2.409, 3.213], [2.525, 4.188, -2.122], [3.037, -2.592, 6.015], [1.844, -5.398, -1.938], [-2.316, 3.960, 3.765], [-3.824, -4.692, -2.545], [3.842, -4.545, 4.732], [-0.340, 0.900, -6.436], [-5.552, 0.376, 1.526], [4.225, -5.066, -2.008], [1.597, -0.904, 4.919], [-1.933, -4.183, -1.798], [-2.063, -1.674, 3.087], [-5.322, -2.685, -2.129], [1.733, 3.588, -3.575], [0.490, 2.468, 0.414], [2.002, 1.770, -0.217], [-0.427, -6.671, -2.724], [-4.790, -1.593, -4.352]]}